{"formula": "C5H12N2O", "method": "the ωB97M-V functional and the def2-TZVPD basis", "elements": ["C", "C", "C", "C", "C", "N", "N", "O", "H", "H", "H", "H", "H", "H", "H", "H", "H", "H", "H", "H"], "xyz": [[0.177, 0.309, 0.290], [0.220, -1.220, -1.654], [0.964, -0.617, 1.186], [-0.214, 1.637, 0.889], [-1.659, -0.440, 0.092], [-0.298, -0.002, -1.032], [1.490, 1.040, -1.081], [1.627, 2.191, -1.260], [1.310, -1.272, -1.659], [-0.130, -2.140, -1.168], [-0.132, -1.229, -2.685], [1.313, -1.509, 0.671], [0.348, -0.933, 2.039], [1.832, -0.099, 1.594], [0.678, 2.209, 1.158], [-0.784, 2.230, 0.176], [-0.801, 1.503, 1.805], [-1.927, -1.368, -0.406], [-2.360, 0.354, -0.124], [-1.657, -0.646, 1.169]], "nbo_charge": [0.219, -0.438, -0.677, -0.665, -0.422, -0.406, 0.120, -0.305, 0.218, 0.174, 0.215, 0.225, 0.199, 0.235, 0.232, 0.234, 0.204, 0.212, 0.223, 0.204], "multiplicity": 1, "lumo_ev": [0.54, 0.54], "e_homo_ev": [-6.232, -6.394], "total_energy_ev": -10400.512, "charge": 0, "e_above_lowest_kcal_mol": 182.45, "gap_ev": [6.7666, 6.9338]}



{"formula": "C3H2NOS2", "method": "the ωB97M-V functional and the def2-TZVPD basis", "elements": ["C", "C", "C", "N", "O", "S", "S", "H", "H"], "xyz": [[0.858, 0.616, -1.115], [0.473, 0.258, 1.213], [-1.385, -0.759, -0.984], [0.909, 0.407, 0.101], [-2.337, -0.334, -0.426], [0.228, -1.329, 1.941], [-0.526, 0.848, -2.212], [1.847, 0.882, -1.583], [-0.067, -0.588, 3.066]], "nbo_charge": [-0.079, -0.088, 0.279, -0.442, -0.626, -0.045, -0.302, 0.166, 0.137], "multiplicity": 1, "lumo_ev": 3.28, "e_homo_ev": -2.910, "total_energy_ev": -28349.376, "charge": -1, "e_above_lowest_kcal_mol": 103.08, "gap_ev": 6.1882}



{"formula": "C5H12NO", "method": "the ωB97M-V functional and the def2-TZVPD basis", "elements": ["C", "C", "N", "C", "C", "C", "O", "H", "H", "H", "H", "H", "H", "H", "H", "H", "H", "H", "H"], "xyz": [[1.034, -1.048, -2.415], [0.711, -0.703, -0.962], [-0.483, 0.087, -0.722], [0.710, 0.615, 1.503], [-0.540, 0.838, 0.609], [-1.811, 0.608, 1.453], [-1.904, 1.533, 2.439], [1.090, -0.096, -2.955], [0.258, -1.500, -3.043], [1.861, -1.726, -2.558], [1.547, -0.040, -0.687], [0.672, -1.652, -0.426], [-1.282, -0.498, -0.481], [0.374, 0.933, 2.483], [0.945, -0.445, 1.441], [1.662, 1.090, 1.271], [-0.556, 1.919, 0.377], [-2.647, 0.540, 0.757], [-1.640, -0.453, 1.915]], "nbo_charge": [-0.621, -0.225, -0.618, -0.648, -0.053, -0.152, -0.257, 0.211, 0.206, 0.215, 0.197, 0.167, 0.341, 0.229, 0.203, 0.218, 0.186, 0.174, 0.227], "multiplicity": 2, "lumo_ev": [0.97, -1.85], "e_homo_ev": [-9.104, -9.102], "total_energy_ev": -8913.700, "charge": 0, "e_above_lowest_kcal_mol": 34.30, "gap_ev": [10.0744, 7.2480]}